This record from the Open Molecules 2025 dataset describes a structure of composition C17H21BrN2OS. The level of theory is the ωB97M-V functional and the def2-TZVPD basis.

```
! RIJCOSX wB97M-V def2-TZVPD def2/J DEFGRID3
* xyz 0 1
C -1.867 -4.457 -0.002
C -2.665 -3.289 0.251
O -1.961 -2.010 -0.110
C -2.702 -0.924 -0.011
C -3.994 -0.918 0.410
C -4.700 0.410 0.644
C -4.089 1.468 0.234
C -2.747 1.483 -0.582
C -2.118 0.261 -0.588
N -0.777 0.023 -1.096
C -0.319 1.307 -1.902
C 0.479 2.212 -1.230
N 1.660 1.215 -0.552
C 1.081 0.496 0.491
C 0.236 -0.613 -0.493
H -0.239 -1.393 0.413
H 0.943 -1.234 -1.044
H 1.830 -0.164 1.058
H 0.510 0.992 1.145
C 2.559 2.307 0.351
C 3.804 1.499 0.383
C 4.632 1.687 1.644
C 5.839 0.823 1.403
C 5.679 0.014 0.389
S 4.312 0.489 -0.943
Br 7.037 -1.321 -0.388
H 6.668 0.445 2.043
H 4.680 2.428 2.287
H 2.128 2.627 1.301
H 2.834 3.072 -0.354
H 1.049 2.942 -1.869
H -0.084 2.646 -0.543
H -1.023 1.654 -2.450
H 0.379 0.489 -2.665
H -2.275 2.277 -0.848
H -4.433 2.768 0.111
H -5.606 0.594 0.846
H -4.545 -1.576 1.226
H -3.077 -3.244 1.345
H -3.871 -3.213 -0.220
H -1.588 -4.512 -0.984
H -2.564 -5.317 0.382
H -1.094 -4.444 0.516
*
```

The value obtained for the energy above the lowest of the compared OMol25 structures with the same formula, charge and spin is 1296.88 kJ/mol. The value obtained for the HOMO-LUMO gap is 0.2948 Ha. The calculation puts the calculated total energy at -103861.02572 eV.